[1]
The following is a quantum chemistry calculation of a molecular structure, C25H17N5O3W at a distorted geometry, from the OMol25 dataset.

Structure (XYZ):
```
51
Properties=species:S:1:pos:R:3:forces:R:3:lowdin_spin:R:1
W -0.021697 -0.391070 0.015756 -0.2 -1.2 0.5 1.699
C 3.903858 -1.551644 -1.123907 -0.1 0.0 0.0 -0.002
C 4.729778 -0.433281 -0.973929 0.0 0.0 0.0 0.011
C 4.188585 0.767773 -0.576659 -0.1 -0.1 0.0 0.000
C 2.817095 0.866111 -0.329777 0.0 -0.1 0.0 0.013
N 2.022737 -0.227745 -0.470467 -0.4 0.1 0.0 0.029
C 2.569659 -1.414531 -0.866490 0.1 0.0 0.0 0.031
N 2.334569 2.087612 0.050348 -0.1 0.1 0.1 -0.004
C 1.102984 2.403690 0.157476 0.3 0.1 0.1 0.017
N -0.033832 1.572902 -0.019117 0.1 0.4 -0.2 0.018
C -1.179452 2.399062 0.071084 -0.4 0.0 0.0 0.015
N -2.395364 2.074760 -0.141044 0.1 0.1 0.0 -0.006
C -2.826893 0.850886 -0.575805 0.0 -0.1 0.0 0.013
C -4.172479 0.754284 -0.942388 0.1 -0.1 0.0 -0.001
C -4.671154 -0.432826 -1.424013 0.0 0.0 0.0 0.009
C -3.825151 -1.541038 -1.535433 0.0 0.0 0.0 -0.001
C -2.521971 -1.411289 -1.152140 -0.1 0.0 -0.1 0.030
N -2.014656 -0.237248 -0.669179 0.4 0.1 -0.1 0.028
C -0.750147 3.750960 0.412972 0.2 0.1 0.0 0.002
C -1.487467 4.903702 0.614550 0.0 -0.1 0.0 0.001
C -0.774323 6.065406 0.883923 0.0 0.0 0.0 0.001
C 0.620670 6.069686 0.931145 0.0 0.0 0.0 0.001
C 1.356714 4.911994 0.712560 0.0 -0.1 0.0 0.001
C 0.641130 3.754280 0.461828 -0.2 0.1 0.0 0.003
H 4.294694 -2.509214 -1.434322 0.0 0.0 0.0 0.000
H 5.791070 -0.511446 -1.168316 0.0 0.0 0.0 0.001
H 4.789004 1.655793 -0.447794 0.0 0.0 0.0 0.000
H 1.889673 -2.254783 -0.959992 0.0 0.0 0.0 0.009
H -4.783602 1.638246 -0.840336 0.0 0.0 0.0 0.000
H -5.710304 -0.508267 -1.714593 0.0 0.0 0.0 0.000
H -4.179082 -2.489426 -1.911505 0.0 0.0 0.0 0.000
H -1.836727 -2.248851 -1.203932 0.0 0.0 0.0 0.009
H -2.566953 4.896856 0.562011 0.0 0.0 0.0 0.000
H -1.307306 6.990736 1.054430 0.0 0.0 0.0 0.000
H 1.135457 6.998336 1.135976 0.0 0.0 0.0 0.000
H 2.437386 4.911586 0.732675 0.0 0.0 0.0 0.000
O 0.556083 -0.128612 2.602841 0.1 0.2 -0.3 0.056
C -0.250214 -0.707044 3.567774 -0.1 -0.2 0.0 0.004
C -0.483901 -0.058635 4.765452 0.1 0.0 0.0 0.002
C -1.265727 -0.667151 5.735437 0.0 0.0 0.0 0.001
C -1.820369 -1.921092 5.518187 0.0 0.0 0.0 0.001
C -1.588276 -2.565757 4.321301 0.0 0.0 0.0 0.000
C -0.807135 -1.967740 3.324893 0.0 -0.1 0.1 0.002
C -0.628449 -2.753367 2.097893 -0.1 0.4 -0.2 0.004
O -0.836131 -3.891759 1.885872 0.1 0.0 0.1 -0.001
O -0.225235 -1.945495 0.963404 0.0 0.2 -0.2 0.004
H 1.043765 0.610640 2.983658 0.0 0.1 0.1 0.001
H -0.048018 0.916721 4.948049 0.0 0.0 0.0 0.000
H -1.439867 -0.153287 6.670896 0.0 0.0 0.0 0.000
H -2.424230 -2.390064 6.281182 0.0 0.0 0.0 0.000
H -2.001395 -3.546461 4.128368 0.0 0.0 0.0 0.000
```
Positions in Å, forces in eV/Å.

## Properties
HOMO-LUMO gap (alpha / beta): 6.8 / 6.9 eV
Charge: +2
Multiplicity: 3
ΔE to the lowest compared entry with this formula, charge and spin: 11.71 kcal/mol
HOMO energy (alpha / beta): -14.690 / -14.697 eV

---

[2]
The following is a quantum chemistry calculation of a molecular structure, C25H18BrF3MnN2O6S3 at a distorted geometry, from the OMol25 dataset.

Structure (XYZ):
```
59
Properties=species:S:1:pos:R:3:forces:R:3:lowdin_spin:R:1
Mn -0.090359 -1.434374 0.316841 -0.7 -1.0 0.9 1.988
O -1.408023 -1.282566 1.659018 -0.2 0.3 0.9 0.032
N -2.606224 -1.817255 1.499913 -0.4 -0.3 -0.5 -0.004
C -3.500906 -1.644727 2.487364 0.0 0.1 0.2 0.004
C -4.755417 -2.185932 2.414979 -0.1 0.0 0.0 0.000
C -5.112402 -2.910743 1.275522 0.1 0.0 -0.1 0.005
C -4.201334 -3.044623 0.257072 -0.2 0.0 0.2 -0.001
C -2.919903 -2.484229 0.356566 0.3 0.1 -0.1 0.001
S -1.741273 -2.612398 -0.866599 0.1 -0.1 0.0 -0.012
H -3.143127 -1.046239 3.311112 0.1 0.0 0.0 0.000
H -5.447784 -2.039636 3.230557 0.0 0.0 0.0 0.000
H -6.095285 -3.355682 1.193076 0.0 0.0 0.0 0.000
H -4.433683 -3.581418 -0.650995 0.0 0.0 0.0 -0.001
F 4.799030 -4.973101 -0.111896 -0.2 -0.1 0.0 0.000
C 3.441023 -5.082803 -0.146671 0.1 -0.2 0.0 0.000
F 3.045456 -5.377154 1.091713 0.1 0.1 -0.2 -0.002
F 3.184523 -6.180355 -0.914209 0.1 0.1 0.1 0.000
C 2.832737 -3.856360 -0.747093 0.1 0.1 -0.2 0.000
C 3.381275 -3.414709 -1.942969 -0.2 0.1 0.2 -0.004
C 2.863089 -2.290655 -2.564133 0.1 0.0 -0.2 0.000
C 1.823065 -1.620362 -1.952882 -0.1 0.2 0.1 -0.003
N 1.294596 -2.039625 -0.811950 1.5 -0.7 -1.1 -0.009
C 1.751495 -3.152332 -0.196703 0.0 -0.3 0.1 -0.002
S 0.802786 -3.488735 1.194687 -0.1 0.3 0.0 -0.032
H 4.216223 -3.950257 -2.376282 0.0 0.0 0.0 0.000
H 3.270092 -1.928670 -3.496862 0.0 0.0 0.0 0.000
H 1.401152 -0.710596 -2.358191 0.0 0.0 0.0 0.000
C -2.269394 4.989487 -4.714211 0.0 -0.1 0.0 0.000
C -2.040308 4.041388 -3.566232 0.0 0.1 0.0 0.000
C -1.599334 4.494281 -2.329334 0.0 0.0 -0.1 0.000
C -1.375297 3.608533 -1.281665 0.1 0.0 0.2 0.000
C -1.597057 2.260096 -1.468875 0.1 -0.3 0.0 0.000
C -2.045188 1.787932 -2.696650 0.0 0.0 -0.1 0.000
C -2.261857 2.674372 -3.735730 0.0 -0.1 0.1 0.000
S -1.437885 1.062070 -0.150141 -0.9 1.3 -0.4 0.005
O -0.987213 1.756244 1.025034 0.1 0.0 -0.1 0.002
O -2.757622 0.470444 -0.096479 0.1 -0.1 0.1 0.002
O -0.413798 0.121341 -0.730589 -0.1 0.3 0.1 0.031
H -2.025945 6.014474 -4.436504 0.0 0.0 0.0 0.000
H -3.310466 4.958275 -5.041689 0.0 0.0 0.0 0.000
H -1.648000 4.711070 -5.567447 0.0 0.0 0.0 0.000
H -1.430359 5.553835 -2.173777 0.0 0.0 0.0 0.000
H -1.025555 3.955523 -0.317077 0.0 0.0 0.0 0.000
H -2.221665 0.725261 -2.814102 0.0 0.0 0.0 0.000
H -2.617649 2.302612 -4.690680 0.0 0.0 0.0 0.000
Br 4.128555 3.633893 5.982908 0.0 0.0 0.0 0.000
C 3.497452 2.582307 4.520681 0.0 0.1 0.0 0.000
C 4.299333 2.442030 3.401222 0.0 0.0 0.0 0.000
C 3.833142 1.676371 2.342868 0.0 0.0 0.1 0.000
C 2.591796 1.059608 2.414211 0.0 -0.1 0.1 -0.001
C 1.800845 1.221062 3.544961 0.1 0.0 0.0 0.000
C 2.250805 1.988974 4.609002 0.0 0.0 0.0 0.000
C 2.102900 0.223527 1.251589 -0.1 0.3 -0.3 0.002
O 2.687710 0.313472 0.172583 -0.1 -0.2 0.2 0.006
O 1.058530 -0.469131 1.532620 0.3 0.1 0.0 -0.006
H 5.265794 2.925541 3.359845 0.0 0.0 0.0 0.000
H 4.425356 1.548933 1.446526 0.0 0.0 0.0 0.000
H 0.829216 0.746026 3.563556 0.0 0.0 0.0 0.000
H 1.642332 2.125689 5.492587 0.0 0.0 0.0 0.000
```
Positions in Å, forces in eV/Å.

## Properties
HOMO-LUMO gap (alpha / beta): 7.6 / 7.6 eV
Charge: -1
Multiplicity: 3
ΔE to the lowest compared entry with this formula, charge and spin: 9.43 kcal/mol
HOMO energy (alpha / beta): -5.063 / -5.010 eV